Entry from OMol25: a molecular structure, C31H27N4O6PSW (wB97M-V/def2-TZVPD).

Geometry (Å):
W1 -0.08329 -0.94203 -1.62521
C1 3.87680 -2.38950 -0.05153
C2 2.52545 -1.74069 -0.11025
N1 2.05995 -1.13742 -1.26997
N2 3.09020 -0.87991 -2.12817
C3 2.87828 -0.22267 -3.24370
N3 3.94208 0.13246 -4.00323
S1 1.29978 0.15670 -3.61345
C4 1.61642 -1.82425 0.87081
C5 1.67472 -2.67740 2.05334
C6 0.80557 -3.69793 2.20839
C7 -0.16458 -4.20299 1.24559
C8 -0.52544 -3.67892 0.05208
N4 -0.18718 -2.42838 -0.37125
H1 4.04919 -3.03636 -0.91898
H2 3.93006 -3.01340 0.83892
H3 4.69893 -1.66410 0.01530
H4 4.01693 -1.10680 -1.81690
H5 4.82907 -0.32454 -3.86857
H6 3.73639 0.41582 -4.94621
H7 2.40596 -2.48188 2.83423
H8 0.88727 -4.27226 3.12672
H9 -0.59757 -5.16965 1.46839
H10 -1.11424 -4.26905 -0.63845
O1 -2.31919 1.91622 -4.03844
C9 -1.49017 1.49137 -3.26775
O2 -1.13970 0.22085 -3.17873
C10 -0.74647 2.40368 -2.30879
P1 -0.44036 1.45434 -0.79578
C11 0.90670 2.32723 0.04231
C12 2.00847 1.62856 0.52637
C13 3.05317 2.30567 1.14509
C14 3.00322 3.68560 1.27552
C15 1.91289 4.39226 0.77812
C16 0.86911 3.71768 0.16114
C17 -1.95813 1.74643 0.16575
C18 -1.94363 2.44413 1.36879
C19 -3.13347 2.68613 2.04585
C20 -4.33575 2.22521 1.53039
C21 -4.35073 1.50896 0.33880
C22 -3.16809 1.26245 -0.34193
H11 -1.30617 3.31131 -2.12260
H12 0.21177 2.64153 -2.76461
H13 2.05481 0.55829 0.40675
H14 3.90465 1.75239 1.52726
H15 3.81647 4.21564 1.75991
H16 1.87697 5.47169 0.86862
H17 0.02007 4.27576 -0.22238
H18 -1.00787 2.78307 1.79643
H19 -3.11330 3.22819 2.98603
H20 -5.26203 2.41478 2.06173
H21 -5.28411 1.13182 -0.06271
H22 -3.19474 0.68026 -1.25181
O3 -3.60771 -2.78232 -2.33524
C23 -2.51768 -2.31734 -2.38753
O4 -2.04628 -1.31831 -1.62382
C24 -1.40950 -2.85990 -3.34143
O5 -1.63003 -3.62356 -4.21965
O6 -0.21040 -2.36999 -2.99503
C25 0.24616 -1.38084 0.46167
C26 -0.66848 -0.86434 1.55191
C27 -0.13140 -0.13367 2.60968
C28 -0.94497 0.38583 3.60667
C29 -2.31950 0.18453 3.55782
C30 -2.86442 -0.53939 2.50608
C31 -2.04494 -1.06071 1.51081
H23 0.94194 0.01771 2.66692
H24 -0.50352 0.94996 4.42221
H25 -2.96064 0.59126 4.33201
H26 -3.93688 -0.69702 2.45030
H27 -2.48689 -1.60826 0.68942

Atoms 1-2, force components in eV/Å:
1.15 -0.01 -1.37
0.07 -0.02 0.00

Calculated values
- charge = 0
- frontier orbital gap (eV) = 6.186
- ΔE to the lowest compared entry with this formula, charge and spin (kcal/mol) = 18.0

Entry from OMol25: a molecular structure, C31H27N5PRhS (wB97M-V/def2-TZVPD).

Geometry (Å):
Rh1 -15.70016 9.62538 -3.49467
N1 -14.51045 12.06791 -6.87426
C1 -15.01976 11.40612 -5.80582
S1 -13.98996 10.24924 -5.09147
N2 -16.22590 11.86970 -5.32172
N3 -16.63098 11.17243 -4.24523
C2 -17.73652 11.57050 -3.67954
C3 -18.56092 12.57071 -4.35805
C4 -19.88438 12.28234 -4.59010
C5 -20.70936 13.25598 -5.19284
C6 -20.24584 14.50228 -5.50223
C7 -18.80384 14.64125 -5.62099
C8 -18.00299 13.80734 -4.89606
C9 -18.13194 10.85699 -2.56523
C10 -19.36203 10.98698 -1.89103
C11 -19.60635 10.15979 -0.78678
C12 -18.68581 9.18764 -0.42449
C13 -17.54784 9.06533 -1.20080
N4 -17.27212 9.86942 -2.28792
H1 -13.51181 11.94988 -7.16991
H2 -14.96937 12.92589 -7.07628
H3 -20.32658 11.35755 -4.26151
H4 -21.74746 13.09475 -5.18039
H5 -20.89983 15.39943 -5.66097
H6 -18.46314 15.51334 -6.12025
H7 -16.93381 14.00391 -4.79699
H8 -20.05766 11.80678 -2.10029
H9 -20.57920 10.26247 -0.26781
H10 -18.83250 8.49865 0.41583
H11 -16.87963 8.25647 -0.85854
N5 -14.19945 8.94500 -2.26167
C14 -14.15488 7.51349 -1.89245
C15 -13.27839 7.08539 -0.88863
C16 -13.41600 5.76665 -0.48056
C17 -14.29264 4.86663 -1.07100
C18 -15.12828 5.33070 -2.10119
C19 -15.05992 6.67172 -2.52440
P1 -15.84812 7.27152 -4.05236
C20 -14.86329 6.72806 -5.43268
C21 -13.50392 7.10183 -5.45607
C22 -12.66551 6.62227 -6.47290
C23 -13.18944 5.77721 -7.49111
C24 -14.52855 5.50720 -7.53425
C25 -15.34506 5.91565 -6.47895
C26 -17.52095 6.83878 -4.20613
C27 -18.16208 7.13193 -5.41443
C28 -19.52939 7.39801 -5.46747
C29 -20.26170 7.36865 -4.25758
C30 -19.65803 6.92820 -3.03267
C31 -18.32221 6.50496 -3.11455
H12 -14.22230 9.51481 -1.40025
H13 -13.27609 9.20710 -2.64784
H14 -12.48059 7.75723 -0.53101
H15 -12.80230 5.40003 0.37534
H16 -14.29932 3.82165 -0.74576
H17 -15.72313 4.59341 -2.65306
H18 -13.05463 7.75396 -4.70079
H19 -11.57909 6.80133 -6.33589
H20 -12.49896 5.28841 -8.14876
H21 -14.88103 4.80342 -8.27987
H22 -16.31062 5.39935 -6.44371
H23 -17.62382 7.12777 -6.35100
H24 -19.95481 7.79857 -6.43481
H25 -21.31783 7.62394 -4.30008
H26 -20.16325 6.97297 -2.10700
H27 -17.80376 6.00652 -2.25096

Atoms 1-2, force components in eV/Å:
0.45 1.22 -1.99
0.55 -0.75 0.75

Calculated values
- ⟨S²⟩ = 6.036
- charge = +2
- frontier orbital gap (alpha / beta) (eV) = 5.532 / 5.428
- 2S+1 = 5

Entry from OMol25: a molecular structure, C31H28BrF2N3O5Pd (wB97M-V/def2-TZVPD).

Geometry (Å):
Pd1 -3.28674 -0.13389 0.10855
F1 3.04746 -0.06349 -2.61570
C1 2.71535 0.00242 -1.31237
C2 1.39800 -0.09458 -0.97691
C3 1.00612 -0.08770 0.36597
C4 -0.40565 -0.22466 0.71372
O1 -1.22958 -0.29038 -0.24834
C5 -0.70718 -0.28798 2.09783
C6 0.32786 -0.15416 2.99399
N1 1.61232 0.03468 2.68061
C7 2.60416 0.13562 3.73683
C8 2.28073 0.94159 4.95326
C9 3.28469 1.45499 3.96520
C10 1.99541 0.03509 1.34676
C11 3.34023 0.16074 0.98076
C12 3.73083 0.13689 -0.34648
N2 5.10065 0.24761 -0.66586
C13 6.04948 -0.65493 -0.02962
C14 7.27189 0.16145 0.39911
N3 7.41385 1.32303 -0.55730
C15 7.04905 0.91383 -1.95456
C16 5.54169 0.62865 -2.00535
C17 -2.04851 -0.54721 2.78007
O2 -2.06408 -0.62243 3.98790
O3 -3.12946 -0.65377 2.06139
H1 0.65647 -0.21356 -1.75361
H2 0.08710 -0.21314 4.04697
H3 3.17705 -0.77459 3.86466
H4 2.62728 0.55813 5.90099
H5 1.32620 1.44693 4.98957
H6 4.33159 1.44385 4.23437
H7 2.97256 2.28020 3.33933
H8 4.08499 0.29566 1.75147
H9 6.34191 -1.45835 -0.71560
H10 5.60808 -1.13007 0.84173
H11 8.19436 -0.41459 0.35944
H12 7.15620 0.58709 1.39384
H13 8.36249 1.69778 -0.52333
H14 6.77860 2.06586 -0.26037
H15 7.64847 0.03347 -2.17844
H16 7.33286 1.70894 -2.63964
H17 5.37507 -0.14464 -2.75903
H18 4.99954 1.52067 -2.31607
F2 -5.12653 -5.61381 -0.12313
C18 -5.27792 -4.29419 -0.08251
C19 -5.35203 -3.59607 -1.28956
C20 -5.50202 -2.23682 -1.25092
C21 -5.58067 -1.53471 -0.00362
C22 -5.75311 -0.14188 0.02811
C23 -5.50468 -2.30443 1.20089
C24 -5.35741 -3.66567 1.15778
H19 -5.30616 -4.14393 -2.22048
H20 -5.58279 -1.67005 -2.17139
H21 -5.95469 0.36318 0.96473
H22 -5.97554 0.38605 -0.89077
H23 -5.54902 -1.78980 2.15049
H24 -5.30315 -4.26129 2.05834
Br1 -6.23978 -0.14490 -5.56141
C25 -5.34987 0.77442 -4.19709
C26 -4.08947 0.32608 -3.78843
C27 -3.43316 0.98680 -2.77351
C28 -4.05832 2.07384 -2.14872
C29 -5.29537 2.54756 -2.58956
C30 -5.94977 1.88278 -3.61105
C31 -3.39858 2.67232 -0.95604
O4 -3.31496 3.92618 -1.15181
O5 -2.94594 2.04806 0.00228
H25 -3.64082 -0.52962 -4.27316
H26 -2.45307 0.65926 -2.44291
H27 -5.74619 3.41095 -2.11930
H28 -6.91842 2.21862 -3.95295

Atoms 1-2, force components in eV/Å:
-0.11 -0.15 -0.05
0.02 0.01 0.00

Calculated values
- ⟨S²⟩ = 6.049
- charge = +2
- frontier orbital gap (alpha / beta) (eV) = 6.578 / 5.477
- ΔE to the lowest compared entry with this formula, charge and spin (kcal/mol) = 12.0
- 2S+1 = 5